[1]
The following is a quantum chemistry calculation of CF4N2O in the gas phase in a non-equilibrium geometry, from the Open Molecules 2025 dataset.

Geometry as XYZ:
```
8
CF4N2O (ωB97M-V/def2-TZVPD)
O 0.0422 -1.7612 -0.2288
C 0.1467 -0.5938 0.0017
N 1.1188 0.2715 -0.1698
F 1.2085 1.4922 0.4068
F 2.3563 -0.3443 -0.0578
N -1.2235 0.3646 0.3862
F -1.4005 1.0969 -0.7827
F -2.2486 -0.5258 0.4444
```

Calculated values
gap between HOMO and LUMO	0.392	Ha
ΔE to the lowest compared entry with this formula, charge and spin	176.54	kcal/mol
total energy	-16925.562	eV
SMILES	O=C(N(F)F)N(F)F

=====

[2]
The following is a quantum chemistry calculation of a molecular structure, CF4NO2PbS2 in a non-equilibrium geometry, from the Open Molecules 2025 dataset.

Geometry as XYZ:
```
11
CF4NO2PbS2 (ωB97M-V/def2-TZVPD)
Pb -3.8423 0.7316 1.4444
F -2.8661 -1.1237 -0.4384
N -5.7550 -1.2236 -1.6890
S -4.1964 -1.2999 -1.9627
O -3.8806 -2.3743 -2.9015
S -6.4787 -0.3347 -0.5432
O -5.5662 0.2957 0.5153
C -7.0785 -1.7932 0.5073
F -7.8709 -1.2868 1.4354
F -7.7382 -2.6342 -0.2615
F -6.0806 -2.4266 1.0865
```

Calculated values
gap between HOMO and LUMO	0.251	Ha
total charge	+1
total energy	-44399.657	eV

=====

[3]
The following is a quantum chemistry calculation of 2 unconnected molecules or ions with the total composition CF4O2S in a non-equilibrium geometry, from the Open Molecules 2025 dataset.

Geometry as XYZ:
```
8
CF4O2S (ωB97M-V/def2-TZVPD)
C 0.7537 -0.1848 -1.0494
O 0.0262 0.1729 2.3041
O -1.3731 1.5177 0.7302
F 1.7724 0.6506 -1.0502
F 0.0784 -0.1619 -2.1671
F 1.1575 -1.4131 -0.7462
F -1.7519 -0.9128 0.9044
S -0.6632 0.3315 1.0741
```

Calculated values
gap between HOMO and LUMO (alpha / beta)	0.317 / 0.317	Ha
ΔE to the lowest compared entry with this formula, charge and spin	48.07	kcal/mol
total energy	-26834.411	eV

=====

[4]
The following is a quantum chemistry calculation of 2 unconnected molecules or ions with the total composition CFIO in a non-equilibrium geometry, from the Open Molecules 2025 dataset.

Geometry as XYZ:
```
4
CFIO (ωB97M-V/def2-TZVPD)
C -1.5626 -0.0839 0.2088
O -1.2540 0.9507 -0.1214
F 0.8141 -1.2035 -0.0893
I 2.0025 0.3367 0.0019
```

Calculated values
gap between HOMO and LUMO (alpha / beta)	0.336 / 0.244	Ha
ΔE to the lowest compared entry with this formula, charge and spin	10.67	kcal/mol
multiplicity	3
total energy	-13899.119	eV

=====

What did the first record say?
The following is a quantum chemistry calculation of CF4N2O in the gas phase in a non-equilibrium geometry, from the Open Molecules 2025 dataset.

Geometry as XYZ:
```
8
CF4N2O (ωB97M-V/def2-TZVPD)
O 0.0422 -1.7612 -0.2288
C 0.1467 -0.5938 0.0017
N 1.1188 0.2715 -0.1698
F 1.2085 1.4922 0.4068
F 2.3563 -0.3443 -0.0578
N -1.2235 0.3646 0.3862
F -1.4005 1.0969 -0.7827
F -2.2486 -0.5258 0.4444
```

Calculated values
gap between HOMO and LUMO	0.392	Ha
ΔE to the lowest compared entry with this formula, charge and spin	176.54	kcal/mol
total energy	-16925.562	eV
SMILES	O=C(N(F)F)N(F)F

=====

Look up the total energy of the fourth one.
-13899.119 eV

=====

Look up the total energy of the first one.
-16925.562 eV

=====

Which of these has the lowest total energy?
CF4NO2PbS2